No. 1
Computed, not measured: a structure of composition C44H30Cl6F3GeN5O8SSbSeTi, with the ωB97M-V functional and the def2-TZVPD basis.

Each line ends with the Löwdin charge.
Cartesian coordinates (Å):
Ti: -1.535 0.014 0.856  0.987
O: -2.060 6.469 1.202  0.082
C: -1.267 5.372 1.109  -0.475
O: -0.125 5.448 1.437  0.141
C: -1.923 4.116 0.632  -0.079
C: -3.243 3.903 0.279  -0.565
Cl: -4.442 5.068 -0.091  0.841
N: -3.424 2.606 -0.017  -0.017
N: -2.252 1.951 0.078  0.028
C: -1.346 2.837 0.502  -0.179
C: 0.046 2.286 0.680  -0.578
O: 0.998 2.954 0.980  0.028
O: 0.090 0.981 0.385  -0.248
C: -4.626 1.906 -0.358  -0.189
C: -5.849 2.312 0.154  -0.065
C: -6.999 1.645 -0.235  -0.085
C: -6.925 0.564 -1.102  -0.086
C: -5.686 0.125 -1.544  -0.058
C: -4.530 0.791 -1.171  -0.048
H: -2.945 6.300 0.856  0.002
H: -5.910 3.103 0.886  0.089
H: -7.955 1.970 0.157  0.100
H: -7.829 0.064 -1.427  0.097
H: -5.603 -0.737 -2.192  0.113
H: -3.569 0.446 -1.525  0.037
Cl: -1.744 4.314 -2.794  -0.127
Ge: -0.940 2.107 -2.822  0.078
Cl: -2.770 1.358 -4.029  -0.082
Cl: 0.418 2.377 -4.722  -0.182
O: -2.144 -1.827 1.296  -0.421
S: -1.464 -1.840 2.687  0.347
O: -0.689 -3.040 2.853  -0.306
O: -0.564 -0.613 2.425  -0.433
O: -2.399 -1.582 3.749  -0.274
Se: -1.591 2.875 4.323  1.052
N: -3.304 2.588 4.815  -0.267
C: -3.812 1.714 3.957  -0.406
C: -5.118 1.191 3.936  -0.027
C: -5.434 0.243 2.958  -0.086
C: -4.521 -0.136 2.001  -0.135
N: -3.283 0.404 1.928  -0.037
C: -2.907 1.265 2.910  -0.466
N: -1.690 1.758 2.906  -0.253
H: -5.846 1.512 4.668  0.097
H: -6.418 -0.207 2.938  0.098
H: -4.757 -0.876 1.249  0.122
F: -1.761 -5.116 -7.140  0.117
C: -0.660 -4.371 -6.882  -0.576
F: 0.368 -5.252 -6.824  0.120
F: -0.447 -3.611 -7.971  0.124
C: -0.801 -3.572 -5.626  -0.139
C: -0.493 -2.219 -5.601  0.004
C: -0.659 -1.495 -4.432  -0.019
C: -1.149 -2.119 -3.284  -0.221
C: -1.420 -3.491 -3.312  -0.016
C: -1.248 -4.213 -4.476  -0.020
C: -1.396 -1.372 -2.089  -0.125
C: -1.571 -0.735 -1.070  -0.134
H: -0.137 -1.723 -6.493  0.120
H: -0.431 -0.437 -4.414  0.049
H: -1.770 -3.973 -2.408  0.119
H: -1.466 -5.274 -4.499  0.118
C: 8.097 1.860 1.880  -0.123
C: 7.699 1.474 0.609  -0.109
C: 6.361 1.193 0.349  -0.128
C: 5.400 1.273 1.355  -0.363
C: 5.818 1.675 2.626  -0.146
C: 7.149 1.964 2.890  -0.111
Sb: 3.259 0.879 1.045  1.633
C: 3.599 -0.125 -0.834  -0.413
C: 2.979 0.462 -1.931  -0.136
C: 3.079 -0.109 -3.198  -0.086
C: 3.804 -1.275 -3.371  -0.096
C: 4.443 -1.863 -2.284  -0.100
C: 4.344 -1.288 -1.026  -0.147
C: 3.388 -0.614 2.616  -0.381
C: 4.301 -1.670 2.624  -0.135
C: 4.309 -2.594 3.660  -0.106
C: 3.407 -2.465 4.711  -0.105
C: 2.530 -1.394 4.737  -0.084
C: 2.525 -0.471 3.696  -0.138
H: 9.138 2.084 2.082  0.088
H: 8.433 1.388 -0.185  0.092
H: 6.064 0.900 -0.652  0.085
H: 5.087 1.757 3.424  0.092
H: 7.450 2.271 3.886  0.092
H: 2.395 1.369 -1.812  0.086
H: 2.570 0.364 -4.029  0.068
H: 3.867 -1.735 -4.350  0.095
H: 5.006 -2.781 -2.412  0.094
H: 4.842 -1.764 -0.190  0.076
H: 5.029 -1.762 1.827  0.078
H: 5.018 -3.414 3.647  0.093
H: 3.391 -3.203 5.504  0.092
H: 1.833 -1.282 5.558  0.103
H: 1.821 0.352 3.721  0.093
Cl: 1.454 -4.806 -0.782  0.483
C: 1.318 -3.763 0.660  -0.947
Cl: 0.920 -2.103 0.237  0.694
H: 2.277 -3.764 1.166  0.020
H: 0.527 -4.131 1.301  0.007

## Properties
Charge: -2
LUMO level (spin up / spin down) (eV): 3.52 / 3.24
Multiplicity: 2
Energy relative to the best compared isomer or geometry (same formula, charge and spin) (eV): 1.901
Frontier orbital gap (spin up / spin down) (hartree): 0.2104 / 0.2519
HOMO energy (spin up / spin down) (eV): -2.21 / -3.61

***

No. 2
Computed, not measured: a structure of composition C44H31BBr2N6O9RuS2, with the ωB97M-V functional and the def2-TZVPD basis.

Each line ends with the Löwdin charge.
Cartesian coordinates (Å):
Ru: -0.220 1.785 0.726  1.053
Br: 4.801 -2.832 5.233  0.683
C: 3.870 -1.946 3.826  -0.701
C: 3.892 -2.515 2.562  -0.145
C: 3.202 -1.848 1.555  -0.033
C: 2.512 -0.685 1.807  -0.242
O: 1.795 -0.042 0.796  -0.043
C: 2.483 -0.087 3.096  -0.174
C: 1.809 1.088 3.480  -0.131
N: 1.054 1.907 2.766  -0.007
C: 0.370 2.920 3.378  -0.259
C: 0.086 2.988 4.750  -0.043
C: -0.724 3.985 5.269  -0.107
C: -1.258 4.973 4.474  -0.071
C: -0.972 4.994 3.095  -0.171
C: -1.474 5.974 2.212  -0.005
C: -1.139 5.915 0.878  -0.042
C: -0.317 4.885 0.425  -0.119
N: 0.169 3.950 1.227  0.025
C: -0.153 3.971 2.541  -0.190
C: 3.214 -0.779 4.101  -0.100
H: 4.391 -3.449 2.373  0.087
H: 3.192 -2.285 0.568  0.101
H: 1.979 1.344 4.527  0.099
H: 0.427 2.209 5.414  0.091
H: -0.954 3.970 6.326  0.097
H: -1.913 5.724 4.894  0.098
H: -2.120 6.754 2.593  0.112
H: -1.502 6.649 0.175  0.105
H: -0.032 4.813 -0.616  0.111
H: 3.227 -0.373 5.101  0.102
O: -0.517 2.743 -2.156  0.112
B: 0.197 1.782 -1.434  -0.481
O: 0.615 0.794 -2.352  0.055
C: 0.122 1.131 -3.571  -0.194
C: 0.234 0.479 -4.782  -0.010
C: -0.372 1.088 -5.872  -0.105
C: -1.081 2.274 -5.745  -0.107
C: -1.214 2.917 -4.522  0.010
C: -0.584 2.335 -3.442  -0.201
H: 0.737 -0.471 -4.868  0.086
H: -0.301 0.616 -6.841  0.093
H: -1.551 2.700 -6.620  0.093
H: -1.792 3.819 -4.403  0.119
O: -3.846 3.337 -1.385  0.018
C: -3.210 2.529 -0.718  -0.636
O: -2.309 2.799 0.126  -0.107
C: -3.579 1.039 -0.813  -0.115
C: -4.874 0.650 -1.123  -0.027
C: -5.278 -0.684 -1.041  0.003
C: -4.336 -1.598 -0.633  -0.204
O: -4.469 -2.942 -0.376  0.028
C: -3.169 -3.394 -0.045  -0.170
O: -2.308 -2.289 0.080  -0.048
C: -3.023 -1.214 -0.360  -0.204
C: -2.623 0.089 -0.456  0.036
H: -5.581 1.414 -1.410  0.110
H: -6.288 -0.983 -1.274  0.108
H: -2.778 -4.051 -0.835  0.117
H: -3.190 -3.943 0.908  0.135
H: -1.577 0.375 -0.252  0.073
Br: -0.321 -2.155 2.578  0.890
C: -1.737 -0.904 2.593  -0.714
C: -3.014 -1.366 2.865  -0.119
C: -4.052 -0.446 2.868  -0.043
C: -3.742 0.898 2.702  -0.038
C: -2.422 1.263 2.517  -0.145
N: -1.425 0.370 2.405  0.012
H: -3.181 -2.416 3.047  0.099
H: -5.070 -0.772 3.023  0.111
H: -4.504 1.661 2.720  0.113
H: -2.138 2.308 2.466  0.090
N: 5.523 -5.723 -3.040  0.096
C: 4.286 -5.164 -2.800  -0.324
C: 3.472 -4.767 -3.865  -0.034
C: 2.229 -4.220 -3.622  -0.110
C: 1.791 -4.069 -2.321  -0.351
C: 2.561 -4.497 -1.255  -0.072
C: 3.808 -5.037 -1.492  -0.020
S: 0.281 -3.173 -1.979  0.609
O: -0.628 -4.075 -1.336  -0.290
O: -0.160 -2.545 -3.195  -0.299
N: 0.800 -2.042 -0.894  -0.014
C: 1.739 -1.262 -1.250  -0.612
S: 2.645 -1.262 -2.770  1.130
C: 3.647 0.054 -2.217  -0.328
C: 3.311 0.425 -0.978  -0.122
N: 2.279 -0.313 -0.458  -0.124
H: 5.934 -5.533 -3.940  0.089
H: 6.172 -5.723 -2.270  0.090
H: 3.835 -4.870 -4.877  0.108
H: 1.594 -3.873 -4.422  0.115
H: 2.174 -4.382 -0.254  0.118
H: 4.432 -5.349 -0.667  0.109
H: 4.396 0.470 -2.858  0.067
H: 3.733 1.196 -0.361  0.145

## Properties
Charge: -1
LUMO level (spin up / spin down) (eV): 1.93 / 1.92
Multiplicity: 2
Frontier orbital gap (spin up / spin down) (hartree): 0.1796 / 0.2493
HOMO energy (spin up / spin down) (eV): -2.96 / -4.86

***

No. 3
Computed, not measured: a structure of composition C44H31ClN2O6S6SbZn, with the ωB97M-V functional and the def2-TZVPD basis.

Each line ends with the Löwdin charge.
Cartesian coordinates (Å):
Zn: -1.469 -0.907 1.631  0.295
O: -6.788 -0.121 -0.055  0.119
C: -6.410 0.959 0.597  -0.513
O: -7.206 1.747 1.050  0.061
C: -4.937 1.191 0.742  -0.039
C: -4.376 2.340 1.261  -0.578
Cl: -5.120 3.764 1.809  0.811
N: -3.027 2.175 1.289  -0.116
N: -2.685 0.960 0.842  0.100
C: -3.810 0.357 0.503  -0.123
C: -3.677 -1.044 -0.061  -0.542
O: -4.652 -1.564 -0.614  0.049
O: -2.522 -1.567 0.055  -0.095
C: -2.027 3.157 1.609  -0.522
C: 0.599 3.113 2.350  -0.427
C: 0.984 4.260 1.801  -0.182
C: 0.154 5.430 1.516  -0.097
C: -1.123 5.438 1.123  -0.099
C: -1.992 4.284 0.905  -0.127
H: -6.006 -0.698 -0.334  0.071
H: 1.303 2.301 2.510  0.025
H: 2.035 4.357 1.540  0.107
H: 0.673 6.384 1.548  0.104
H: -1.572 6.390 0.855  0.105
H: -2.724 4.382 0.108  0.113
O: 2.783 -0.233 6.649  -0.093
C: 1.992 -0.271 5.735  -1.037
S: 2.449 -0.191 4.028  0.929
C: 0.829 -0.323 3.351  -1.129
C: -0.197 -0.430 4.227  -1.163
S: -1.910 -0.550 3.885  0.506
S: 0.246 -0.428 5.933  0.944
S: 0.755 -0.311 1.598  0.546
S: -1.009 2.741 2.987  0.981
Sb: 0.368 1.935 -0.986  1.534
C: 2.218 0.830 -1.169  -0.425
C: 3.155 1.133 -0.178  -0.194
C: 4.333 0.414 -0.058  -0.085
C: 4.597 -0.633 -0.937  -0.097
C: 3.696 -0.921 -1.949  -0.095
C: 2.515 -0.189 -2.067  -0.116
C: 1.238 3.657 -2.015  -0.342
C: 0.491 4.837 -2.086  -0.155
C: 1.039 6.016 -2.578  -0.100
C: 2.361 6.042 -2.999  -0.108
C: 3.116 4.877 -2.954  -0.097
C: 2.560 3.697 -2.467  -0.117
C: -0.802 1.299 -2.695  -0.364
C: -1.767 2.208 -3.131  -0.148
C: -2.619 1.900 -4.183  -0.094
C: -2.523 0.666 -4.814  -0.100
C: -1.598 -0.264 -4.364  -0.090
C: -0.754 0.045 -3.302  -0.125
H: 2.948 1.929 0.532  0.086
H: 5.033 0.651 0.734  0.103
H: 5.500 -1.222 -0.826  0.097
H: 3.909 -1.718 -2.652  0.097
H: 1.838 -0.423 -2.877  0.072
H: -0.540 4.845 -1.740  0.072
H: 0.436 6.916 -2.622  0.097
H: 2.803 6.965 -3.354  0.094
H: 4.146 4.886 -3.292  0.097
H: 3.167 2.801 -2.439  0.084
H: -1.860 3.174 -2.642  0.076
H: -3.360 2.620 -4.510  0.099
H: -3.177 0.426 -5.644  0.097
H: -1.535 -1.237 -4.838  0.099
H: -0.077 -0.714 -2.934  0.077
O: -0.908 -3.079 1.891  -0.555
S: -0.212 -3.506 0.621  1.013
C: 1.491 -3.821 1.118  -0.370
C: 2.412 -4.267 0.180  -0.082
C: 3.735 -4.433 0.561  -0.088
C: 4.125 -4.137 1.862  -0.084
C: 3.195 -3.673 2.784  -0.070
C: 1.866 -3.514 2.412  -0.084
C: -0.678 -5.221 0.379  -0.362
C: -1.021 -6.001 1.472  -0.055
C: -1.407 -7.316 1.262  -0.072
C: -1.450 -7.836 -0.027  -0.087
C: -1.110 -7.042 -1.114  -0.083
C: -0.725 -5.723 -0.912  -0.085
H: 2.099 -4.476 -0.838  0.107
H: 4.465 -4.782 -0.160  0.100
H: 5.161 -4.263 2.157  0.100
H: 3.506 -3.413 3.788  0.104
H: 1.121 -3.142 3.108  0.107
H: -0.999 -5.567 2.465  0.119
H: -1.678 -7.936 2.108  0.104
H: -1.766 -8.861 -0.185  0.100
H: -1.157 -7.444 -2.118  0.102
H: -0.483 -5.081 -1.753  0.110

## Properties
Charge: -1
LUMO level (eV): 1.96
Multiplicity: 1
Frontier orbital gap (hartree): 0.2334
HOMO energy (eV): -4.39